Density functional theory data (the ωB97M-V functional and the def2-TZVPD basis) for a 9-piece molecular cluster, C6H32NO8 overall at a distorted geometry.

electronic energy	-24590.41824	eV
F_max	0.112	Eh/bohr
gap between HOMO and LUMO (alpha / beta)	11.06 / 2.65	eV
net charge	+2
ΔE to the lowest compared entry with this formula, charge and spin	1.5723	eV
<S²>	0.755
LUMO energy (alpha / beta)	-5.42 / -13.73	eV
2S+1	2

Last column: natural (NBO) charge in e.
CARTESIAN COORDINATES (ANGSTROEM)
1 C -0.95435 0.88552 1.53407  -0.622
2 C -0.81078 -0.03682 0.27861  -0.042
3 C -2.04357 -0.72164 -0.17789  -0.452
4 C -1.94986 -1.89840 -1.18695  -0.178
5 C -0.53211 -2.60263 -1.16034  -0.609
6 C -2.21022 -1.49325 -2.59909  -0.638
7 N -0.37264 0.79250 -0.88818  -0.748
8 H -0.80021 1.93589 1.19344  0.252
9 H -1.93075 0.94567 2.02085  0.260
10 H -0.19515 0.71971 2.31647  0.276
11 H 0.20383 -0.75579 0.51340  0.253
12 H -2.82622 0.05230 -0.43702  0.287
13 H -2.62007 -1.19816 0.72736  0.284
14 H -2.71246 -2.64234 -0.74209  0.304
15 H 0.19192 -2.08231 -1.59391  0.205
16 H -0.53790 -3.55452 -1.63214  0.249
17 H -0.29241 -2.81102 -0.09488  0.223
18 H -1.40091 -1.13762 -3.19827  0.249
19 H -2.50955 -2.36719 -3.19888  0.312
20 H -3.04620 -0.86216 -2.77502  0.243
21 H -0.03018 1.83079 -0.80160  0.467
22 H 0.22287 0.30837 -1.55710  0.479
23 H -1.30850 0.96136 -1.33136  0.448
24 H 3.47147 3.25699 -0.08329  0.506
25 H 2.38361 2.31727 0.70120  0.497
26 O 2.88155 2.51652 -0.15034  -0.830
27 H 3.42254 -1.10008 2.61878  0.520
28 H 2.43262 -0.88016 1.34876  0.478
29 O 2.51058 -0.81057 2.31967  -0.963
30 H -4.79988 0.48087 -1.79752  0.485
31 H -4.65320 2.05935 -1.64046  0.511
32 O -4.19567 1.18240 -1.77886  -0.982
33 H 1.60901 -3.99050 -2.98421  0.492
34 H 3.03286 -3.33248 -3.03891  0.496
35 O 2.11667 -3.14745 -3.17850  -0.978
36 H 1.94722 0.32637 -3.00036  0.516
37 H 1.30564 -1.20782 -3.16294  0.534
38 O 1.24316 -0.29639 -2.94811  -1.010
39 H -0.79754 -0.88271 4.78228  0.465
40 H 0.27580 -0.17872 5.53927  0.473
41 O 0.15199 -0.90782 4.86412  -0.932
42 H 2.03485 1.89939 3.64328  0.498
43 H 2.12649 0.82794 2.65613  0.506
44 O 2.05095 1.74808 2.70361  -1.008
45 H 1.05393 3.23937 1.99526  0.491
46 H 0.53220 4.56988 2.16976  0.501
47 O 0.46928 3.82872 1.53473  -0.769

Cartesian forces (eV/Å) of the 6 atoms listed first:
C -0.127 0.874 0.244
C 4.728 -0.976 1.416
C -3.854 -0.043 3.694
C 1.829 -2.354 -1.024
C -4.144 -1.552 3.682
C -0.969 -0.356 -0.267

***

Density functional theory data (the ωB97M-V functional and the def2-TZVPD basis) for a 9-piece molecular cluster, C6H33N2O8 overall at a distorted geometry.

electronic energy	-26111.50883	eV
F_max	0.053	Eh/bohr
gap between HOMO and LUMO	9.13	eV
net charge	+1
ΔE to the lowest compared entry with this formula, charge and spin	2.9717	eV
LUMO energy	-2.54	eV

Last column: natural (NBO) charge in e.
CARTESIAN COORDINATES (ANGSTROEM)
1 N 0.25337 1.88303 0.70059  -0.708
2 C 0.03737 0.91048 1.89901  -0.242
3 C 0.30730 -0.50465 1.48417  -0.280
4 N -0.90445 -1.32911 1.20372  -0.488
5 C -2.11979 -0.98740 1.98651  -0.229
6 C -3.13690 -0.05109 1.23150  -0.623
7 C -0.75784 -2.81496 1.40557  -0.216
8 C 0.60450 -3.46902 1.12624  -0.624
9 H 0.16726 2.82200 1.08188  0.441
10 H 1.17954 1.82347 0.20730  0.482
11 H -0.49777 1.78758 0.02419  0.444
12 H 0.69067 1.36139 2.63988  0.277
13 H -1.01378 1.09434 2.16136  0.224
14 H 0.94138 -0.67590 0.61682  0.220
15 H 0.98237 -1.08641 2.15566  0.210
16 H -2.70415 -1.83039 2.33564  0.218
17 H -1.81861 -0.52073 2.93134  0.177
18 H -4.06990 -0.24642 1.78099  0.223
19 H -3.23939 -0.26545 0.17485  0.229
20 H -2.89000 0.97366 1.48354  0.186
21 H -1.05575 -3.20014 2.39273  0.189
22 H -1.43534 -3.16450 0.61857  0.200
23 H 0.91254 -3.35041 0.08700  0.194
24 H 1.33496 -3.02727 1.80570  0.204
25 H 0.50506 -4.55084 1.31213  0.238
26 H 2.35849 0.21829 -0.40081  0.502
27 H 3.52102 0.97348 -0.82570  0.497
28 O 2.95415 0.91741 -0.05115  -0.988
29 H -1.31053 1.91004 -3.78072  0.490
30 H -1.22024 0.78303 -2.64396  0.516
31 O -0.88050 1.64645 -2.95282  -1.011
32 H -0.71751 -1.17812 -1.15096  0.510
33 H -1.28260 -1.63348 -2.58044  0.499
34 O -1.14773 -0.89125 -1.98553  -0.991
35 H 0.63296 2.42602 -2.17891  0.497
36 H 2.06719 1.99683 -2.66991  0.482
37 O 1.57802 2.42937 -1.97113  -0.985
38 H 2.54307 -2.01242 -1.43113  0.490
39 H 1.28519 -1.34135 -2.11736  0.514
40 O 2.08926 -1.19225 -1.58530  -0.988
41 H -2.04529 4.10890 0.26499  0.494
42 H -1.56228 3.88942 -1.18581  0.499
43 O -1.40089 3.62100 -0.27988  -0.983
44 H 2.89632 1.51652 1.74582  0.502
45 H 3.01901 1.27234 3.31402  0.484
46 O 2.68900 1.87214 2.62963  -0.982
47 H 0.12815 -0.40061 -4.20264  0.476
48 H 0.78124 -1.42000 -4.86428  0.483
49 O 0.75185 -1.09298 -3.94292  -0.951

Cartesian forces (eV/Å) of the 6 atoms listed first:
N 0.467 -0.728 0.827
C -0.046 1.489 -1.379
C 0.352 -2.627 0.597
N -0.464 -0.670 0.833
C -0.278 1.448 -0.721
C 0.385 -0.909 2.114

***

Density functional theory data (the ωB97M-V functional and the def2-TZVPD basis) for a 12-piece molecular cluster, C6H35N2O11 overall at a distorted geometry.

electronic energy	-32283.43733	eV
F_max	0.085	Eh/bohr
gap between HOMO and LUMO	9.73	eV
net charge	+1
ΔE to the lowest compared entry with this formula, charge and spin	2.6942	eV
LUMO energy	-3.00	eV

Last column: natural (NBO) charge in e.
CARTESIAN COORDINATES (ANGSTROEM)
1 C -0.99497 -1.52930 -2.45657  -0.686
2 C -0.48385 -0.66463 -1.36008  -0.032
3 C 0.11754 0.72430 -1.93815  -0.478
4 C -0.19490 1.92108 -1.08244  0.132
5 C -0.13640 3.24024 -1.32319  -0.446
6 C -0.31453 2.06539 1.25175  0.040
7 N -0.32464 1.30813 0.23356  -0.557
8 N 0.44466 -1.49845 -0.48475  -0.724
9 H -1.69466 -1.06115 -3.13218  0.258
10 H -0.31560 -1.96876 -3.13411  0.227
11 H -1.69550 -2.20979 -2.01704  0.238
12 H -1.41469 -0.39344 -0.69684  0.247
13 H 1.13896 0.42915 -2.11936  0.249
14 H -0.26940 0.74415 -2.98941  0.244
15 H -0.25398 3.92339 -0.50605  0.204
16 H -0.19507 3.88363 -2.15652  0.236
17 H -0.60829 1.58214 2.25572  0.246
18 H -0.09866 3.10218 1.35913  0.155
19 H 0.82474 -2.33450 -1.00284  0.471
20 H 1.20351 -0.89092 -0.07848  0.455
21 H -0.06068 -1.86757 0.40542  0.475
22 H 3.45788 -3.56187 0.09233  0.504
23 H 3.07878 -2.60287 -1.17187  0.501
24 O 2.80688 -3.11092 -0.41587  -1.007
25 H -3.47643 -1.52456 0.68101  0.516
26 H -3.56207 -2.23360 2.20667  0.487
27 O -3.30457 -1.53673 1.64778  -1.028
28 H 3.30851 3.16567 -0.69149  0.489
29 H 2.26983 2.42936 -1.63259  0.496
30 O 3.06858 2.34648 -1.12637  -0.975
31 H 4.32896 -0.72289 -2.13503  0.488
32 H 3.87106 -0.31463 -0.79712  0.493
33 O 3.50944 -0.63909 -1.66484  -0.972
34 H 1.21710 -0.66964 3.44333  0.511
35 H 0.61522 -0.27893 1.93938  0.466
36 O 0.49344 -0.61728 2.78246  -0.972
37 H -2.76595 1.57607 -2.12144  0.476
38 H -3.75979 1.48313 -3.14748  0.488
39 O -3.36932 0.93562 -2.47501  -0.956
40 H 2.69594 1.89239 3.19275  0.479
41 H 2.06358 1.11969 4.12844  0.474
42 O 2.44255 0.93796 3.29923  -0.951
43 H -1.65709 -2.72105 3.65305  0.471
44 H -1.96014 -3.52318 2.43276  0.457
45 O -1.40462 -3.52594 3.22182  -0.926
46 H -2.60161 0.11952 2.16619  0.517
47 H -3.25552 1.61698 1.88752  0.483
48 O -2.64792 1.05257 2.31300  -1.000
49 H 4.21471 1.62323 0.18718  0.476
50 H 3.57784 1.04427 1.37727  0.463
51 O 4.43751 1.30033 1.07688  -0.945
52 H -3.51508 -0.85670 -1.47019  0.495
53 H -4.89722 -1.26603 -0.99343  0.500
54 O -3.95406 -1.44262 -0.91393  -0.953

Cartesian forces (eV/Å) of the 6 atoms listed first:
C -1.529 -0.083 -0.144
C -2.364 2.202 0.376
C -1.420 -2.377 -1.552
C 1.617 -0.850 0.484
C -0.925 -0.604 1.084
C -0.610 -2.257 2.810

***

Density functional theory data (the ωB97M-V functional and the def2-TZVPD basis) for a 10-piece molecular cluster, C6H35N2O9 overall at a distorted geometry.

electronic energy	-28193.43117	eV
F_max	0.091	Eh/bohr
gap between HOMO and LUMO	9.51	eV
net charge	+1
ΔE to the lowest compared entry with this formula, charge and spin	0.9510	eV
LUMO energy	-2.48	eV

Last column: natural (NBO) charge in e.
CARTESIAN COORDINATES (ANGSTROEM)
1 N -1.39164 -0.61145 3.22340  -0.727
2 C -0.65820 -1.20693 2.06402  -0.238
3 C -0.72395 -0.21074 0.88619  -0.261
4 N -0.07606 -0.83118 -0.27510  -0.504
5 C 1.38200 -0.53763 -0.28810  -0.437
6 C -0.78842 1.02540 -1.88032  -0.635
7 C -0.69865 -0.48493 -1.58674  -0.045
8 C -2.10220 -1.10933 -1.64363  -0.619
9 H -0.97985 0.28988 3.46786  0.464
10 H -2.39731 -0.47015 2.96640  0.477
11 H -1.30620 -1.25574 4.10983  0.434
12 H -1.07377 -2.17134 1.74253  0.236
13 H 0.41618 -1.39430 2.36383  0.220
14 H -1.82581 0.04816 0.60738  0.241
15 H -0.30938 0.74942 1.16656  0.196
16 H 1.86069 -0.82641 0.64424  0.198
17 H 1.92068 -1.17207 -1.15224  0.229
18 H 1.59145 0.55488 -0.44002  0.191
19 H -1.23311 1.58813 -1.09311  0.190
20 H 0.21901 1.41826 -2.01352  0.229
21 H -1.36140 1.20177 -2.75634  0.227
22 H -0.11224 -0.99809 -2.37381  0.227
23 H -2.44347 -1.18000 -2.68719  0.232
24 H -2.86400 -0.54711 -1.10642  0.202
25 H -2.04910 -2.14696 -1.27530  0.199
26 H 1.78678 2.61561 0.98531  0.515
27 H 2.77952 2.36064 2.12575  0.493
28 O 1.87444 2.55871 1.91676  -0.983
29 H 1.53081 -3.53255 -1.38099  0.503
30 H 3.02109 -3.96441 -1.72092  0.496
31 O 2.22351 -3.48019 -2.01198  -0.987
32 H -1.50807 2.48458 2.16824  0.499
33 H -1.89473 2.88762 0.72558  0.486
34 O -2.22445 2.51279 1.51823  -0.993
35 H 3.51496 1.48971 -3.00313  0.488
36 H 2.42210 0.39001 -2.84423  0.519
37 O 2.65419 1.30402 -2.63398  -1.000
38 H 1.97517 3.80492 -1.05182  0.491
39 H 2.06008 2.28495 -1.35608  0.514
40 O 1.68964 2.92843 -0.73361  -1.007
41 H -4.59194 0.33745 1.92732  0.501
42 H -3.38716 1.22552 2.01079  0.504
43 O -3.71089 0.44795 2.34097  -0.975
44 H 0.53413 2.16536 2.80850  0.532
45 H -0.32708 2.63820 4.08475  0.509
46 O -0.30703 1.99834 3.33113  -1.030
47 H -0.47807 -4.04441 -0.80043  0.477
48 H 0.00097 -2.72884 -0.22340  0.496
49 O 0.19940 -3.67881 -0.26909  -0.971
50 H 2.63037 -1.46854 -4.25476  0.484
51 H 2.26958 -2.03720 -2.89219  0.511
52 O 2.26742 -1.22140 -3.43710  -0.998

Cartesian forces (eV/Å) of the 6 atoms listed first:
N 0.077 -2.692 1.950
C 1.123 0.290 -0.525
C -1.884 -0.410 -0.818
N 0.933 0.363 -0.162
C 0.768 -0.527 -1.943
C 1.600 -1.009 0.149